C36H41FMnN5OS | ωB97M-V/def2-TZVPD

Cartesian coordinates (Å):
Mn: -0.561 -1.588 -0.135
C: -2.301 -0.344 5.553
C: -2.960 -1.243 4.704
C: -2.853 -1.105 3.347
C: -2.054 -0.054 2.793
C: -1.402 0.862 3.675
C: -1.534 0.705 5.028
N: -2.007 -0.010 1.463
N: -1.055 0.887 0.942
C: -1.329 1.074 -1.521
C: -1.575 1.858 -2.640
C: -1.408 1.325 -3.905
C: -0.979 0.012 -4.030
C: -0.759 -0.719 -2.884
N: -0.940 -0.204 -1.656
H: -2.391 -0.455 6.625
H: -3.554 -2.042 5.124
H: -3.358 -1.770 2.658
H: -0.820 1.673 3.261
H: -1.048 1.397 5.702
H: -1.892 2.884 -2.512
H: -1.602 1.928 -4.781
H: -0.816 -0.442 -4.997
H: -0.425 -1.747 -2.919
C: 6.340 -0.522 0.442
C: 5.750 -1.175 -0.819
C: 6.441 -2.517 -1.053
C: 5.991 -0.268 -2.036
C: 4.252 -1.332 -0.627
C: 3.597 -2.560 -0.676
C: 2.229 -2.630 -0.503
N: 1.485 -1.545 -0.262
C: 2.100 -0.348 -0.190
C: 3.456 -0.210 -0.378
C: 1.158 0.741 0.135
C: 1.413 2.060 -0.101
C: 0.531 3.195 0.027
C: -0.807 3.060 -0.001
C: -1.513 1.734 -0.151
N: 0.047 0.178 0.689
C: 1.210 4.563 0.131
C: 2.100 4.573 1.381
C: 2.071 4.792 -1.124
C: 0.200 5.705 0.238
H: 7.425 -0.472 0.349
H: 6.104 -1.101 1.336
H: 5.975 0.497 0.584
H: 7.511 -2.353 -1.170
H: 6.085 -3.005 -1.962
H: 6.305 -3.198 -0.211
H: 7.063 -0.160 -2.201
H: 5.578 0.731 -1.891
H: 5.552 -0.695 -2.940
H: 4.137 -3.476 -0.860
H: 1.698 -3.567 -0.574
H: 3.905 0.770 -0.311
H: 2.423 2.281 -0.420
H: -1.441 3.929 0.105
H: -2.580 1.879 0.018
H: 2.851 3.780 1.356
H: 1.504 4.449 2.287
H: 2.628 5.524 1.452
H: 2.969 4.171 -1.137
H: 2.405 5.830 -1.148
H: 1.505 4.602 -2.037
H: -0.439 5.605 1.118
H: -0.429 5.780 -0.650
H: 0.739 6.647 0.336
C: -3.427 -3.114 -2.347
S: -3.061 -3.426 -0.623
O: -2.477 -2.094 -0.115
C: -4.704 -3.406 0.044
C: -5.328 -2.209 0.365
C: -6.624 -2.249 0.854
C: -7.274 -3.469 1.008
C: -6.633 -4.657 0.690
C: -5.330 -4.633 0.211
H: -3.964 -2.171 -2.432
H: -4.038 -3.938 -2.714
H: -2.478 -3.092 -2.880
H: -4.797 -1.273 0.250
H: -7.131 -1.330 1.114
H: -8.287 -3.492 1.387
H: -7.139 -5.603 0.823
H: -4.812 -5.555 -0.022
F: -0.392 -3.111 -1.057

Computed properties:
Charge: +2
LUMO energy (spin up / spin down) in eV: -6.7 / -7.3
<S²>: 6.396
2S+1: 5
HOMO energy (spin up / spin down) in eV: -13.4 / -14.1
ΔE to the lowest compared entry with this formula, charge and spin in eV: 5.516



C11H8ClNO2S | ωB97M-V/def2-TZVPD

Cartesian coordinates (Å):
O: -0.398 -1.738 -0.481
C: -0.460 -0.738 0.183
O: 0.495 -0.366 1.058
C: 1.664 -1.169 1.121
C: 2.799 -0.501 0.417
C: 4.102 -0.892 0.321
N: 4.902 -0.069 -0.392
C: 4.259 0.940 -0.846
S: 2.572 0.986 -0.437
C: -1.561 0.258 0.159
C: -1.277 1.601 0.403
C: -2.273 2.555 0.347
C: -3.574 2.178 0.052
C: -3.877 0.850 -0.185
C: -2.876 -0.110 -0.138
Cl: -3.294 -1.754 -0.415
H: 1.456 -2.146 0.664
H: 1.899 -1.308 2.182
H: 4.519 -1.781 0.757
H: 4.698 1.718 -1.438
H: -0.260 1.883 0.624
H: -2.036 3.592 0.532
H: -4.357 2.920 0.008
H: -4.888 0.546 -0.408

Computed properties:
LUMO energy in eV: 0.3
HOMO energy in eV: -9.3
Structure (SMILES): O=C(OCc1cncs1)c1ccccc1Cl
ΔE to the lowest compared entry with this formula, charge and spin in eV: 0.013



C5H12N2 | ωB97M-V/def2-TZVPD

Cartesian coordinates (Å):
C: 1.751 -0.512 0.626
C: 0.511 -1.056 -0.109
N: 0.791 -2.311 -0.813
C: -0.017 -0.026 -1.110
C: -0.988 1.015 -0.655
C: -1.342 1.213 0.609
N: -2.147 2.237 1.090
H: 2.284 -1.269 1.201
H: 1.432 0.222 1.379
H: 2.416 0.003 -0.069
H: -0.191 -1.301 0.661
H: 0.648 -3.115 -0.222
H: 1.703 -2.372 -1.237
H: 0.849 0.451 -1.603
H: -0.377 -0.584 -1.964
H: -1.315 1.670 -1.454
H: -0.893 0.600 1.382
H: -2.787 2.158 1.853
H: -2.328 2.977 0.436

Computed properties:
LUMO energy in eV: 1.2
HOMO energy in eV: -7.8
Structure (SMILES): C[C@H](N)C/C=C/N
ΔE to the lowest compared entry with this formula, charge and spin in eV: 1.113



C27H22BF4O17 | ωB97M-V/def2-TZVPD

Cartesian coordinates (Å):
B: -0.378 -0.305 0.641
F: 0.033 -1.103 1.702
F: -0.223 1.062 0.946
F: 0.365 -0.494 -0.388
F: -1.703 -0.613 0.356
C: 5.976 2.905 0.749
C: 6.449 1.361 0.543
C: 5.448 0.370 0.340
O: 5.771 -0.810 0.124
C: 3.960 0.706 0.242
C: 3.555 2.136 0.558
C: 4.570 3.180 0.795
O: 4.194 4.329 1.033
O: 2.233 2.452 0.729
O: 7.717 1.148 0.659
H: 6.620 3.823 0.776
H: 3.135 -0.047 -0.027
H: 1.538 1.897 0.655
H: 8.025 0.190 0.215
C: 4.484 -5.079 1.098
C: 3.051 -4.647 1.201
C: 1.947 -5.587 0.965
O: 0.768 -5.253 1.043
C: 2.326 -6.850 0.323
C: 3.703 -7.210 0.178
C: 4.813 -6.387 0.538
O: 5.982 -6.631 0.280
O: 4.016 -8.304 -0.693
O: 2.600 -3.495 1.758
H: 5.287 -4.284 1.066
H: 1.501 -7.524 -0.222
H: 4.937 -8.462 -0.883
H: 1.566 -3.460 1.825
C: -6.163 1.030 -4.463
C: -6.624 -0.436 -4.476
C: -5.687 -1.385 -3.992
O: -5.900 -2.563 -4.122
C: -4.385 -0.970 -3.489
C: -4.034 0.478 -3.317
C: -4.964 1.469 -3.891
O: -4.630 2.679 -4.071
O: -3.155 1.053 -2.476
O: -7.905 -0.872 -4.867
H: -6.987 1.741 -4.651
H: -3.852 -1.655 -2.981
H: -2.481 0.397 -2.167
H: -7.851 -1.933 -4.858
C: -3.305 5.582 -1.760
C: -1.986 5.591 -2.542
C: -0.872 4.745 -2.237
O: 0.065 4.703 -2.948
C: -1.057 3.900 -1.117
C: -2.276 3.906 -0.291
C: -3.451 4.734 -0.652
O: -4.560 4.693 -0.042
O: -2.415 3.122 0.899
O: -1.958 6.275 -3.819
H: -4.218 6.052 -2.051
H: -0.213 3.229 -0.858
H: -1.738 2.439 1.032
H: -1.145 6.031 -4.283
C: 0.040 -0.291 4.866
C: -0.798 -0.490 6.058
O: -0.362 -0.884 7.076
C: -2.277 -0.236 5.935
H: 1.129 -0.435 5.122
H: -0.226 0.722 4.452
H: -0.280 -1.011 4.256
H: -2.728 0.143 6.921
H: -2.711 -1.127 5.456
H: -2.315 0.577 5.210

Computed properties:
Charge: -1
LUMO energy in eV: -0.3
HOMO energy in eV: -6.7
ΔE to the lowest compared entry with this formula, charge and spin in eV: 0.298



C9H14 | ωB97M-V/def2-TZVPD

Cartesian coordinates (Å):
C: 1.266 0.605 3.092
C: 0.491 -0.049 1.980
C: -0.830 0.359 1.776
C: -1.681 -0.351 0.943
C: -1.170 -1.460 0.245
C: 0.136 -1.853 0.465
C: 1.006 -1.127 1.261
H: 2.294 0.298 3.293
H: 0.723 0.323 4.000
H: 1.347 1.693 3.033
H: -1.242 1.252 2.233
H: -2.678 0.048 0.818
H: -1.816 -1.784 -0.556
H: 0.460 -2.693 -0.142
H: 2.050 -1.390 1.324
C: -0.076 1.515 -2.957
C: 0.037 -0.034 -2.963
H: -0.998 1.763 -3.494
H: -0.132 1.995 -1.986
H: 0.705 2.015 -3.532
H: 0.189 -0.320 -1.924
H: 0.829 -0.333 -3.639
H: -0.909 -0.470 -3.271

Computed properties:
LUMO energy in eV: 1.0
HOMO energy in eV: -8.9
Structure (SMILES): Cc1ccccc1.CC
ΔE to the lowest compared entry with this formula, charge and spin in eV: 0.643



C6H16 | ωB97M-V/def2-TZVPD

Cartesian coordinates (Å):
C: -1.099 0.825 -3.037
C: -0.484 0.440 -1.684
C: -0.822 -1.026 -1.354
H: -2.156 0.576 -3.003
H: -0.785 1.830 -3.320
H: -0.691 0.194 -3.824
H: -0.904 1.009 -0.847
H: 0.586 0.633 -1.662
H: -0.834 -1.362 -0.328
H: -0.157 -1.732 -1.876
H: -1.766 -1.270 -1.856
C: -0.291 -0.281 2.603
C: 0.821 -0.456 1.532
C: 1.897 0.518 1.933
H: -1.179 -0.914 2.491
H: 0.111 -0.642 3.557
H: -0.580 0.760 2.716
H: 0.345 -0.151 0.599
H: 1.062 -1.504 1.361
H: 1.897 0.802 2.988
H: 1.956 1.421 1.327
H: 2.930 0.134 1.919

Computed properties:
LUMO energy in eV: 1.1
HOMO energy in eV: -11.2
Structure (SMILES): CCC.CCC
ΔE to the lowest compared entry with this formula, charge and spin in eV: 0.830



E_tot across the listed records, respectively: -3393.89426, -1487.59639, -307.18846, -2745.38329, -351.30658, -238.16602 hartree.